Computed, not measured: a structure of composition C29H32I2MgN5O2SSi, with the ωB97M-V functional and the def2-TZVPD basis.

The geometry in XYZ format:
```
73
Properties=species:S:1:pos:R:3:forces:R:3:mulliken_charge:R:1
Mg -0.127 0.063 -0.292 0.0 0.0 -0.2 0.68
I -0.878 7.677 0.805 0.0 0.0 0.0 -0.01
C -0.605 5.717 0.128 0.0 0.0 0.0 -0.38
C 0.394 5.436 -0.793 0.0 0.0 0.0 -0.36
C 0.570 4.135 -1.222 0.0 0.0 0.0 -0.54
I 2.111 3.672 -2.550 0.0 0.0 0.0 0.01
C -0.232 3.054 -0.770 0.1 0.0 0.1 0.24
O -0.040 1.855 -1.161 -0.1 0.0 -0.1 -0.48
C -1.241 3.394 0.178 0.0 0.0 0.0 1.00
C -2.104 2.281 0.700 0.0 0.1 0.0 -1.24
N -1.294 1.243 1.355 -0.1 -0.1 -0.1 -0.05
C -0.459 1.706 2.449 0.0 0.0 0.0 -1.22
C 1.000 1.786 2.052 0.0 0.0 0.0 1.04
C 1.846 2.731 2.618 0.0 0.0 0.0 -1.06
C 3.175 2.755 2.236 0.0 0.0 0.0 -0.33
C 3.621 1.835 1.299 0.0 0.0 0.0 -0.81
C 2.711 0.933 0.776 0.0 0.0 0.0 -0.23
N 1.430 0.905 1.148 -0.1 0.0 0.0 -0.08
C -1.413 4.696 0.611 0.0 0.0 0.0 -0.62
H 1.037 6.221 -1.166 0.0 0.0 0.0 0.37
H -2.628 1.792 -0.126 0.0 0.0 0.0 0.29
H -2.855 2.698 1.386 0.0 0.0 0.0 0.45
H -1.871 0.461 1.632 0.0 0.0 0.0 -0.15
H -0.547 1.017 3.294 0.0 0.0 0.0 0.56
H -0.774 2.693 2.805 0.0 0.0 0.0 0.35
H 1.452 3.451 3.323 0.0 0.0 0.0 0.42
H 3.850 3.494 2.648 0.0 0.0 0.0 0.40
H 4.646 1.830 0.955 0.0 0.0 0.0 0.42
H 2.990 0.220 0.010 0.0 0.0 0.0 0.33
H -2.190 4.914 1.335 0.0 0.0 0.0 0.38
N 7.016 -2.654 -7.048 0.0 0.0 0.0 -0.56
C 6.224 -2.387 -6.257 0.0 0.0 0.0 0.05
C 5.236 -2.059 -5.270 0.0 0.0 0.0 0.55
C 4.545 -0.847 -5.342 0.0 0.0 0.0 -0.68
C 3.593 -0.537 -4.392 0.0 0.0 0.0 -0.29
C 3.301 -1.425 -3.345 0.0 0.1 0.0 0.45
C 4.007 -2.636 -3.286 0.0 0.0 0.0 -0.32
C 4.960 -2.951 -4.234 0.0 0.0 0.0 -0.70
C 2.298 -1.100 -2.387 -0.1 -0.2 0.0 -0.21
C 1.370 -0.847 -1.628 0.0 0.1 0.1 -0.88
H 4.762 -0.157 -6.146 0.0 0.0 0.0 0.43
H 3.052 0.400 -4.437 0.0 0.0 0.0 0.54
H 3.789 -3.325 -2.480 0.0 0.0 0.0 0.48
H 5.497 -3.889 -4.181 0.0 0.0 0.0 0.42
S -2.687 -0.037 -2.534 0.0 0.1 0.0 -0.45
C -1.825 -1.414 -2.988 0.0 -0.1 0.0 0.10
N -1.319 -1.517 -4.241 0.0 0.0 0.0 -0.20
C -0.287 -2.484 -4.579 0.0 0.0 0.0 -0.07
C -0.638 -3.805 -3.917 0.0 0.0 0.0 -0.89
C -0.786 -3.586 -2.421 0.0 0.1 0.0 -0.26
N -1.649 -2.444 -2.151 -0.1 -0.1 -0.2 0.38
H -1.370 -0.654 -4.757 0.0 0.0 0.0 0.27
H 0.695 -2.143 -4.235 0.0 0.0 0.0 -0.22
H -0.257 -2.588 -5.665 0.0 0.0 0.0 0.45
H 0.146 -4.541 -4.104 0.0 0.0 0.0 0.43
H -1.571 -4.184 -4.341 0.0 0.0 0.0 0.34
H 0.193 -3.410 -1.968 0.1 0.0 0.0 0.21
H -1.229 -4.464 -1.947 0.0 0.0 -0.1 0.26
H -1.785 -2.199 -1.164 0.2 0.1 -0.2 -0.32
C -1.557 -4.192 1.159 0.0 0.0 0.0 -1.05
Si -2.007 -2.371 1.343 0.1 0.0 0.3 0.33
C -3.857 -2.200 1.048 0.0 0.0 0.0 -1.20
C -1.678 -1.910 3.152 0.0 0.0 0.0 -1.24
O -1.165 -1.457 0.338 -0.1 -0.1 0.3 0.56
H -2.155 -4.830 1.816 0.0 0.0 0.0 0.39
H -0.501 -4.354 1.392 0.0 0.0 0.0 0.26
H -1.722 -4.523 0.130 0.0 0.0 0.1 0.15
H -4.445 -2.883 1.667 0.0 0.0 0.0 0.39
H -4.090 -2.393 -0.002 0.0 0.0 0.0 0.33
H -4.187 -1.179 1.259 0.0 0.0 0.0 0.30
H -2.081 -2.662 3.835 0.0 0.0 0.0 0.45
H -2.136 -0.954 3.429 0.0 0.0 0.0 0.29
H -0.602 -1.836 3.333 0.0 0.0 0.0 0.33
```
Positions in Å, forces in eV/Å.

Output
- Net charge: -1
- LUMO level: 2.13 eV
- Kohn-Sham gap: 7.04 eV
- DFT total energy: -82504.5953 eV
- Energy above the lowest of the compared OMol25 structures with the same formula, charge and spin: 0.401 eV